Record 1
{
  "formula": "CH16O7",
  "method": "ωB97M-V with the def2-TZVPD basis set",
  "elements": ["C", "O", "H", "H", "H", "H", "H", "H", "O", "H", "H", "O", "H", "H", "O", "H", "H", "O", "H", "H", "O", "H", "H", "O"],
  "coordinates": [[0.494, 2.025, -1.753], [1.853, 1.697, -1.643], [0.072, 2.077, -2.823], [-0.144, 1.149, -1.647], [0.286, 2.949, -1.185], [2.353, 2.351, -2.137], [0.680, 0.830, 0.774], [2.096, 1.585, 0.628], [1.535, 1.041, 1.182], [0.628, -1.312, 3.330], [0.963, -0.749, 2.012], [0.700, -1.593, 2.409], [1.093, -1.738, -1.901], [2.213, -2.818, -1.729], [1.939, -2.060, -2.246], [-0.709, -0.819, 1.639], [-1.637, -0.824, 0.315], [-1.225, -0.283, 1.016], [-2.703, 0.355, 1.626], [-2.754, 1.718, 2.429], [-3.225, 0.876, 2.274], [-2.476, -2.066, -1.262], [-2.189, -0.658, -1.780], [-1.710, -1.423, -1.413]],
  "forces_ev_per_a": [[-1.4565, 0.0670, -2.2471], [0.4791, -0.1365, -0.1837], [1.3485, 1.0688, 0.7263], [0.1630, -0.1583, 1.8628], [-0.5725, -0.6952, -0.1340], [0.0578, -0.0499, -0.0560], [0.2029, 0.4537, -0.5065], [-0.4264, -0.2201, -0.6554], [-0.2159, -0.4383, 1.1771], [-0.0681, -0.3965, 0.1067], [0.7417, -0.0714, -0.3769], [0.0605, 0.4735, 0.5518], [0.0477, -0.3098, 0.1037], [-0.3219, -0.0053, 0.2452], [0.1584, 0.2977, -0.3625], [-0.6238, -0.5838, -0.3635], [0.6301, -0.3512, -0.2805], [0.1516, 0.7847, 0.0804], [0.2879, 0.5615, 0.5185], [-0.1997, -0.9199, -0.4167], [-0.3840, 0.7121, 0.3860], [0.8550, 0.5157, -0.3053], [-0.1160, 0.3091, -0.3056], [-0.7995, -0.9077, 0.4352]],
  "homo_ev": [0.313, -7.338],
  "total_charge": -1,
  "lumo_energy_ha": [0.1096, 0.1059],
  "multiplicity": 2
}

---

Record 2
{
  "formula": "C6H10O",
  "method": "ωB97M-V with the def2-TZVPD basis set",
  "elements": ["C", "C", "C", "C", "C", "O", "C", "H", "H", "H", "H", "H", "H", "H", "H", "H", "H"],
  "coordinates": [[2.970, 0.379, 1.643], [1.840, 0.830, 0.748], [0.840, 0.049, 0.348], [-0.396, 0.518, -0.265], [-1.397, -0.261, -0.695], [-1.462, -1.597, -0.355], [-2.497, 0.240, -1.552], [2.873, -0.678, 1.737], [3.911, 0.744, 1.237], [2.786, 0.800, 2.632], [1.827, 1.870, 0.421], [0.971, -1.033, 0.395], [-0.416, 1.585, -0.457], [-1.088, -1.653, 0.532], [-2.229, 0.146, -2.610], [-2.592, 1.322, -1.457], [-3.486, -0.173, -1.372]],
  "forces_ev_per_a": [[-0.9968, 1.0183, -0.8233], [0.1214, 0.2169, 0.0998], [-0.2812, -0.5094, -0.0877], [0.5802, 0.1811, -0.5478], [0.2050, 0.1713, 0.5965], [-0.2164, 0.3308, -0.0821], [-0.1649, 0.7111, -0.6799], [0.5452, -0.9100, 0.0502], [0.2810, -0.3493, 0.2851], [0.2791, 0.1372, 0.0405], [-0.1504, 0.1005, 0.4618], [-0.0985, 0.0394, 0.5393], [-0.2789, -0.0394, -0.1552], [0.1052, -0.3010, -0.1446], [-0.1661, -0.4990, 0.0290], [0.0917, 0.0619, 0.3369], [0.1442, -0.3603, 0.0815]],
  "homo_ev": -7.859,
  "total_charge": 0,
  "smiles": "C/C=C/C=C(/C)O",
  "lumo_energy_ha": 0.0341
}

---

Record 3
{
  "formula": "CH3N3O2",
  "method": "ωB97M-V with the def2-TZVPD basis set",
  "elements": ["C", "N", "N", "N", "O", "O", "H", "H", "H"],
  "coordinates": [[0.479, 0.647, -0.544], [1.326, -1.069, 0.849], [1.160, -0.271, -0.090], [-1.594, 0.092, -0.005], [-2.273, 0.714, 0.829], [-1.815, -0.876, -0.654], [0.336, 1.553, 0.169], [0.185, 0.755, -1.525], [2.195, -1.545, 0.971]],
  "forces_ev_per_a": [[-2.5056, 4.4997, 3.2057], [-2.7269, 1.6146, 0.3742], [4.1219, -4.6712, 0.8115], [-0.2923, 1.9215, 1.6435], [1.0082, -1.7014, -1.8300], [-0.8712, -0.3495, 0.1596], [0.1465, -1.3750, -1.2885], [-0.0624, 0.0012, -2.1448], [1.1819, 0.0601, -0.9313]],
  "homo_ev": [-9.060, -7.859],
  "total_charge": 0,
  "lumo_energy_ha": [-0.0202, -0.0634]
}

---

Record 4
{
  "formula": "C27H32F4N4RuSSi",
  "method": "ωB97M-V with the def2-TZVPD basis set",
  "elements": ["Ru", "C", "C", "N", "C", "C", "C", "C", "N", "C", "C", "F", "C", "F", "C", "C", "F", "C", "F", "H", "H", "H", "H", "H", "H", "H", "H", "H", "H", "H", "H", "H", "H", "H", "C", "Si", "C", "C", "C", "C", "C", "C", "N", "C", "S", "H", "H", "H", "H", "H", "H", "H", "H", "H", "H", "H", "H", "N", "C", "C", "C", "C", "C", "C", "C", "H", "H", "H", "H", "H"],
  "coordinates": [[-0.447, -0.448, 1.216], [0.373, -3.436, 0.745], [-0.548, -3.314, 1.954], [-0.290, -2.079, 2.719], [-1.327, -1.869, 3.756], [-2.536, -1.117, 3.205], [1.080, -2.083, 3.286], [2.013, -1.153, 2.484], [1.242, 0.022, 2.187], [1.737, 1.266, 2.292], [0.808, 2.303, 2.544], [-0.483, 1.897, 2.670], [1.195, 3.621, 2.682], [0.288, 4.558, 2.921], [2.533, 3.970, 2.536], [3.462, 2.979, 2.256], [4.730, 3.309, 2.059], [3.092, 1.645, 2.156], [4.005, 0.712, 1.847], [0.028, -4.238, 0.100], [1.392, -3.670, 1.038], [0.368, -2.502, 0.163], [-0.420, -4.183, 2.608], [-1.588, -3.301, 1.611], [-0.899, -1.268, 4.563], [-1.638, -2.837, 4.168], [-2.210, -0.158, 2.752], [-3.210, -0.871, 4.022], [-3.090, -1.713, 2.481], [1.477, -3.102, 3.308], [1.047, -1.710, 4.312], [2.356, -1.647, 1.562], [2.896, -0.917, 3.086], [2.838, 4.998, 2.642], [-2.794, 0.340, -4.903], [-3.615, -0.249, -3.290], [-3.282, -2.084, -2.942], [-5.507, 0.115, -3.335], [-2.919, 0.903, -1.909], [-2.856, 2.278, -2.132], [-2.189, 3.118, -1.256], [-1.578, 2.566, -0.137], [-1.653, 1.274, 0.114], [-2.317, 0.461, -0.727], [-2.295, -1.171, -0.150], [-3.072, -0.319, -5.720], [-1.710, 0.328, -4.823], [-3.100, 1.344, -5.182], [-3.402, -2.664, -3.852], [-3.967, -2.493, -2.205], [-2.271, -2.264, -2.583], [-5.968, -0.584, -4.023], [-5.707, 1.122, -3.685], [-5.949, -0.016, -2.353], [-3.321, 2.693, -3.015], [-2.126, 4.179, -1.430], [-1.040, 3.181, 0.570], [0.678, 0.009, -0.647], [1.742, 0.210, -1.060], [3.029, 0.328, -1.571], [3.686, -0.871, -1.904], [4.988, -0.823, -2.350], [5.640, 0.397, -2.477], [4.977, 1.583, -2.185], [3.673, 1.564, -1.733], [3.158, -1.808, -1.800], [5.498, -1.739, -2.603], [6.667, 0.423, -2.808], [5.483, 2.526, -2.315], [3.145, 2.478, -1.504]],
  "forces_ev_per_a": [[-0.8413, -0.9311, -0.1574], [-0.1934, 0.1045, 0.2046], [-0.0331, -0.4635, -0.3945], [-0.0591, 0.5632, -0.7221], [-0.5456, 0.3008, 0.3072], [0.2549, -0.1083, 0.1476], [0.5501, 0.2052, 0.0706], [0.4237, -0.7181, 0.4754], [-0.1589, 0.3031, -0.3650], [0.3425, 0.7359, 0.1630], [-0.4746, -0.3389, -0.0966], [0.6159, 0.8936, 0.2300], [-0.1529, -0.2577, -0.1038], [-0.0258, -0.0860, 0.0347], [-0.1243, -0.3392, 0.0039], [-0.0078, -0.2040, -0.0075], [-0.0361, -0.0766, 0.0412], [0.2151, -0.1492, -0.0397], [-0.2871, 0.4409, 0.0879], [-0.0516, -0.0575, -0.1045], [0.1656, 0.0313, -0.0166], [0.0918, -0.2366, -0.0849], [-0.0833, 0.0690, 0.0261], [0.1134, 0.0403, 0.2186], [0.0218, -0.1799, -0.1432], [0.1461, 0.1178, 0.0193], [-0.3079, -0.2383, 0.2037], [-0.0585, 0.0424, 0.0270], [-0.0267, 0.1231, -0.0272], [-0.0026, 0.1218, 0.0631], [-0.0776, -0.1258, -0.1422], [-0.0938, 0.2252, 0.1262], [-0.1197, -0.1147, -0.1384], [0.0711, 0.1563, -0.0236], [-0.1472, -0.2663, 0.7659], [-1.0968, 0.1780, -0.5913], [0.0544, 0.5494, -0.0328], [1.3049, -0.3243, 0.0535], [0.0343, -0.6900, -0.2188], [0.1221, 0.2616, 0.0227], [-0.2385, -0.1085, -0.2080], [-0.0544, -0.1342, 0.1150], [0.5817, -0.0720, 0.5889], [-0.3095, 0.1708, -0.1981], [0.4261, 0.4003, 0.2868], [-0.0821, -0.1486, -0.1046], [0.1616, -0.0181, -0.0124], [-0.0829, 0.1460, 0.0385], [-0.0834, 0.0246, -0.2425], [-0.1342, 0.0201, 0.0880], [0.1475, -0.0274, -0.0963], [-0.1758, -0.1157, -0.1345], [-0.0284, 0.1806, -0.0398], [-0.1203, -0.0322, 0.1464], [-0.0117, 0.0663, -0.0934], [-0.0296, 0.1413, -0.0440], [0.0475, 0.0186, 0.0531], [0.9716, 0.1525, -0.0008], [-1.7117, -0.2349, 0.3976], [1.4118, -0.0196, -0.6059], [-0.1858, 0.2920, 0.1404], [0.1042, -0.0504, -0.0445], [-0.1783, -0.0171, 0.0534], [0.0425, 0.0428, -0.0117], [-0.2399, -0.2576, 0.1295], [0.0398, -0.0872, -0.0141], [0.0761, -0.0863, -0.0210], [0.0709, 0.0214, -0.0689], [0.0510, 0.1035, 0.0056], [0.0124, 0.0712, 0.0151]],
  "homo_ev": [-14.423, -14.512],
  "total_charge": 2,
  "lumo_energy_ha": [-0.2147, -0.3321],
  "multiplicity": 5
}